1.
Density functional theory data (ωB97M-V with the def2-TZVPD basis set) for a structure of composition C2H7CuO11P2S in a non-equilibrium geometry.

XYZ file:
```
24
Properties=species:S:1:pos:R:3:forces:R:3:mulliken_charge:R:1
Cu 1.8145 0.9608 -1.3296 0.282 0.133 -0.455 0.0222
C -2.4533 0.1758 1.2802 -0.007 0.031 -0.049 -1.8760
C -1.7433 0.1285 -0.0646 -0.259 0.086 -0.166 1.0812
O -2.7553 -0.0458 -1.0843 -0.045 0.177 0.032 -0.6400
P -0.6320 -1.3056 -0.2412 0.251 -0.020 0.010 1.1311
O -1.4594 -2.5244 0.4956 -0.027 -0.071 -0.013 -0.6304
O 0.5735 -1.0399 0.6112 0.497 -0.180 0.146 -0.9633
O -0.5304 -1.6415 -1.6915 -0.056 -0.113 -0.049 -0.9143
P -0.8783 1.7495 -0.3449 0.032 0.081 -0.122 0.9777
O 0.0276 1.9252 0.9831 0.036 0.141 0.103 -0.5077
O -1.8990 2.8235 -0.3755 0.042 0.071 0.029 -0.7944
O 0.0516 1.6009 -1.5549 -0.252 0.003 0.187 -0.6185
H -3.1047 -0.6935 1.3793 0.000 -0.014 0.002 0.4038
H -3.0440 1.0915 1.3421 -0.015 -0.003 0.003 0.4245
H -1.7229 0.1693 2.0889 -0.003 0.001 -0.009 0.3628
H -2.2553 -0.2585 -1.8864 0.017 -0.099 0.026 0.4004
H -1.9757 -2.9476 -0.1988 0.014 0.012 -0.007 0.3155
H 2.1306 -1.3035 0.2745 -0.361 0.325 -0.174 0.5355
H 0.8589 1.4215 0.9689 -0.091 -0.144 -0.029 0.3277
O 3.0282 0.9679 0.6261 0.174 -0.545 0.072 -0.6757
S 3.8503 -0.0208 -0.1094 0.190 1.130 0.308 1.3319
O 5.1376 -0.3033 0.4758 0.042 -0.003 -0.103 -0.6641
O 3.0581 -1.3593 -0.1212 0.023 -0.705 0.152 -0.4095
O 3.9228 0.4292 -1.5234 -0.484 -0.296 0.106 -0.6207
```
Forces are in eV/Å.

Calculated values
* HOMO level: -2.21 eV
* max |F|: 1.19 eV/A
* spin multiplicity: 1
* net charge: -2
* energy: -3629.8051 Ha
* energy above the lowest of the compared OMol25 structures with the same formula, charge and spin: 8.7 kcal per mole

---

2.
Density functional theory data (ωB97M-V with the def2-TZVPD basis set) for an isolated molecule of C5H8N2.

XYZ file:
```
15
Properties=species:S:1:pos:R:3:forces:R:3:mulliken_charge:R:1
C 1.7401 -1.2904 -1.4380 0.076 -0.473 -0.222 -1.0571
C 0.7323 -0.2332 -0.5019 0.095 0.047 0.007 0.5684
C -0.4687 -0.6564 -0.1207 0.149 -0.053 -0.149 -0.2294
N -1.2473 0.0803 0.8048 0.089 0.242 0.014 -0.0421
C -1.2356 1.4266 0.8556 -0.263 -0.362 0.329 -0.5631
N -1.9384 1.8869 1.9034 0.029 0.135 -0.042 -0.2158
C 1.9501 0.2838 -0.6520 -0.352 0.136 0.096 -0.6003
H 2.4752 -0.9869 -2.1868 -0.104 0.018 0.112 0.3481
H 2.1335 -2.0807 -0.8044 -0.065 0.159 -0.071 0.2229
H 0.8768 -1.6360 -2.0269 0.073 0.098 0.082 0.3806
H -0.9171 -1.5472 -0.5489 0.115 0.139 0.058 0.3200
H -1.7209 -0.4853 1.5124 0.041 0.153 -0.095 0.2837
H -2.0233 2.8810 2.0318 0.035 -0.169 -0.049 0.2416
H -2.4104 1.3076 2.5975 0.104 0.037 -0.149 0.1664
H 2.0536 1.0500 -1.4262 -0.024 -0.105 0.080 0.1761
```
Forces are in eV/Å.

Calculated values
* HOMO level: -7.42 eV
* max |F|: 0.56 eV/A
* spin multiplicity: 1
* energy: -304.6149 Ha
* energy above the lowest of the compared OMol25 structures with the same formula, charge and spin: 138.4 kcal per mole

---

3.
Density functional theory data (ωB97M-V with the def2-TZVPD basis set) for a structure of composition C5H8O2.

XYZ file:
```
15
Properties=species:S:1:pos:R:3:forces:R:3:mulliken_charge:R:1
C 1.8463 -0.0893 0.6806 -0.021 -0.015 0.011 -1.3993
C 0.5820 0.0781 -0.0960 0.267 -0.148 0.099 0.8552
C -0.0809 -0.8685 -1.0555 0.000 -0.084 -0.107 -0.8613
C -0.8778 -0.2307 0.0627 0.126 0.178 -0.037 0.4782
O -1.5335 -0.9428 1.0481 -0.194 0.002 -0.022 -0.5017
C -1.1010 1.2417 -0.2069 -0.342 0.061 -0.019 -0.4674
O 0.2944 1.4216 -0.5133 0.103 0.131 -0.048 -0.4515
H 2.6984 0.1224 0.0243 -0.101 -0.066 0.103 0.3401
H 1.9560 -1.1006 1.0816 -0.079 0.119 -0.097 0.3284
H 1.8684 0.6295 1.5057 -0.004 -0.140 -0.078 0.3078
H -0.1830 -0.5866 -2.1027 -0.117 0.013 0.173 0.2394
H 0.1101 -1.9237 -0.8701 0.046 0.180 0.023 0.2744
H -2.4469 -1.0651 0.7550 0.171 -0.142 0.092 0.3373
H -1.7621 1.5412 -1.0286 0.101 -0.057 0.061 0.2693
H -1.3704 1.7727 0.7151 0.045 -0.032 -0.154 0.2513
```
Forces are in eV/Å.

Calculated values
* HOMO level: -9.24 eV
* max |F|: 0.35 eV/A
* spin multiplicity: 1
* energy: -345.7139 Ha
* energy above the lowest of the compared OMol25 structures with the same formula, charge and spin: 57.1 kcal per mole

---

| no. | gap between HOMO and LUMO (eV) |
| --- | --- |
| 1 | 7.8 |
| 2 | 8.4 |
| 3 | 10.0 |